# 1
The following is a quantum chemistry calculation of C5H11NO in the gas phase, from the Open Molecules 2025 dataset.

```
18
Properties=species:S:1:pos:R:3:forces:R:3:mulliken_charge:R:1
C -1.9023 -0.9002 -0.4602 0.0 0.0 0.0 -0.959
C -1.5314 0.2568 0.4572 -0.1 0.1 0.0 -0.639
N -0.0651 0.4558 0.5989 0.2 0.1 0.0 0.197
C 0.4416 0.3724 1.8276 0.1 -0.1 0.0 -0.575
C 0.6023 0.7374 -0.5287 -0.1 -0.1 0.0 -0.273
C 2.0418 0.4123 -0.7253 0.1 0.4 0.3 -0.475
O 2.2083 -0.6905 -1.6200 -0.1 -0.3 0.0 -0.519
H -2.9907 -0.9335 -0.5771 0.2 0.0 0.0 0.355
H -1.5740 -1.8584 -0.0445 0.0 0.1 0.0 0.271
H -1.4587 -0.7849 -1.4524 -0.1 0.0 0.2 0.327
H -1.9360 1.1984 0.0747 0.1 -0.1 0.0 0.310
H -1.9336 0.1081 1.4612 0.1 0.0 -0.1 0.323
H 1.4447 0.7306 2.0032 -0.1 -0.1 0.0 0.311
H -0.1246 -0.1185 2.6041 -0.1 0.1 -0.1 0.169
H -0.0018 0.9815 -1.3939 0.0 -0.1 0.1 0.363
H 2.5944 1.2323 -1.1944 -0.1 -0.1 0.1 0.273
H 2.5300 0.2008 0.2370 -0.1 0.0 -0.2 0.234
H 1.6552 -1.4005 -1.2674 0.1 0.1 -0.2 0.308
```
Positions in Å, forces in eV/Å.

Output
Total charge: 0
Calculated total energy, Ha: -327.00977

***

# 2
The following is a quantum chemistry calculation of 2 unconnected molecules or ions with the total composition C5H11NO at a distorted geometry, from the Open Molecules 2025 dataset.

```
18
Properties=species:S:1:pos:R:3:forces:R:3:mulliken_charge:R:1
C 0.4200 -1.7852 -1.0638 0.4 1.5 -0.4 -1.222
C 1.1002 -0.9055 -0.3119 0.1 -1.3 1.6 -0.013
C 0.5505 -0.0030 0.7099 -0.3 -1.3 1.0 0.770
C 1.5283 0.5689 1.7169 -0.2 1.3 -1.3 -1.367
C -0.8010 -0.0752 0.9607 -0.2 1.0 -2.4 -0.611
N -1.7019 1.0120 0.9977 0.8 -1.2 1.4 -0.507
H -0.6567 -1.6715 -1.0770 0.0 -0.6 -0.3 0.341
H 0.9624 -2.2962 -1.8453 -0.3 -0.5 0.1 0.246
H 2.1855 -0.9708 -0.2893 0.1 0.2 -0.4 0.329
H 0.9743 1.0396 2.5265 0.3 0.0 0.2 0.383
H 2.1689 1.3128 1.2357 0.2 0.1 0.3 0.302
H 2.1881 -0.2206 2.0737 -0.2 -0.1 0.2 0.342
H -1.3422 -0.9767 0.6696 0.1 -0.1 -0.1 0.382
H -1.2876 1.8781 0.7019 -0.3 0.1 -0.1 0.285
H -2.5330 0.7077 0.5213 -0.3 0.7 0.1 0.296
O -0.7225 0.7671 -2.5101 -0.3 -0.1 0.5 -0.669
H -0.8445 -0.1878 -2.5546 0.1 0.0 -0.4 0.369
H -0.6109 0.8663 -1.5515 0.2 0.2 -0.3 0.344
```
Positions in Å, forces in eV/Å.

Output
Total charge: 0
SMILES string: C=C/C(C)=C/N.O
Calculated total energy, Ha: -327.00914

***

# 3
The following is a quantum chemistry calculation of 2 unconnected molecules or ions with the total composition C5H11NO at a distorted geometry, from the Open Molecules 2025 dataset.

```
18
Properties=species:S:1:pos:R:3:forces:R:3:mulliken_charge:R:1
C -1.0365 -1.9400 -0.8832 0.0 -1.2 0.4 -1.160
C -0.5759 -0.6473 -0.3001 -0.1 -0.4 -0.2 -0.001
C -0.2328 -0.5104 0.9815 0.0 0.7 -0.7 -0.258
C 0.1993 0.7485 1.5743 0.9 -1.0 0.7 -0.444
C 0.8809 0.7353 2.7335 -0.4 1.6 -0.6 -0.106
N 1.3404 1.9222 3.3424 0.6 0.3 0.4 -0.533
H -0.2759 -2.5647 -1.3671 0.3 0.6 -0.2 0.273
H -1.3363 -2.6023 -0.0668 -0.4 0.1 0.0 0.312
H -1.8557 -1.8639 -1.5981 -0.1 0.2 0.1 0.321
H -0.5486 0.1769 -1.0073 0.2 0.3 0.3 0.305
H -0.2850 -1.3399 1.6747 0.0 -0.3 -0.1 0.258
H 0.0749 1.6730 1.0297 -0.3 0.2 0.0 0.267
H 1.2376 -0.1665 3.2086 -0.5 -0.3 0.2 0.337
H 0.9100 2.1982 4.2132 0.0 -0.4 0.1 0.217
H 1.4277 2.7532 2.7758 -0.2 -0.3 -0.4 0.211
O 0.3107 0.4290 -5.7677 -1.9 0.3 0.4 -0.633
H 0.4303 0.4079 -4.8192 0.9 -0.2 0.5 0.313
H -0.6650 0.5907 -5.7242 1.0 -0.2 -0.8 0.321
```
Positions in Å, forces in eV/Å.

Output
Total charge: 0
SMILES string: C/C=C/C=C/N.O
Calculated total energy, Ha: -327.05249

***

# 4
The following is a quantum chemistry calculation of C5H11NO in the gas phase at a distorted geometry, from the Open Molecules 2025 dataset.

```
18
Properties=species:S:1:pos:R:3:forces:R:3:mulliken_charge:R:1
C 1.6695 0.3842 -1.3578 0.0 0.0 0.0 -1.471
C 1.0126 -0.5218 -0.3460 0.0 -0.1 -0.1 0.195
C 1.3083 -0.4540 1.1120 0.1 0.0 0.1 -0.459
N 0.0698 0.0889 0.5777 -0.1 -0.1 -0.1 -0.363
C -1.2082 -0.6055 0.8383 0.1 0.0 0.1 -0.457
C -2.3056 -0.1742 -0.1164 0.3 -0.3 -0.3 -0.734
O -1.8718 1.5217 -0.3106 -0.7 -0.4 0.8 -0.487
H 0.9843 0.5815 -2.1903 0.1 0.0 0.1 0.287
H 2.5835 -0.0638 -1.7642 -0.2 0.0 0.1 0.384
H 1.9303 1.3429 -0.8966 0.0 -0.1 -0.1 0.326
H 0.7228 -1.5085 -0.7169 0.0 0.2 0.1 0.374
H 2.0287 0.2737 1.4864 -0.2 -0.1 -0.1 0.253
H 1.2395 -1.3769 1.6899 0.0 0.2 -0.1 0.266
H -1.1219 -1.7046 0.7451 0.0 0.2 0.0 0.434
H -1.4590 -0.3910 1.8884 0.0 0.0 -0.2 0.316
H -2.0060 -0.4616 -1.1343 0.0 -0.1 0.1 0.193
H -2.5964 1.5756 0.3575 0.6 0.6 -0.4 0.424
H -0.9803 1.4935 0.1380 -0.1 0.0 0.0 0.517
```
Positions in Å, forces in eV/Å.

Output
Total charge: 0
Calculated total energy, Ha: -326.93091

***

# 5
The following is a quantum chemistry calculation of C5H11NO in the gas phase at a distorted geometry, from the Open Molecules 2025 dataset.

```
18
Properties=species:S:1:pos:R:3:forces:R:3:mulliken_charge:R:1
C 0.1470 0.9373 0.2741 -0.1 0.0 -0.2 0.675
C -0.5898 -1.4125 -0.6146 1.8 -1.0 -0.3 -0.828
C 1.2813 1.0990 -0.7402 -0.2 0.0 0.1 -1.515
C 0.6789 0.5093 1.6441 -0.3 0.0 -0.1 -1.476
C -0.9343 -0.0065 -0.2587 -0.2 -2.1 0.9 0.601
O -0.4197 -2.3302 0.3675 -0.8 -0.1 0.4 -0.447
N -1.5658 0.3124 -1.4462 -0.9 1.1 -1.4 -0.842
H -0.6576 -3.2137 0.0578 0.1 0.1 0.0 0.343
H -0.3704 1.8960 0.3677 0.1 0.1 0.1 0.296
H -2.4352 -0.2048 -1.5726 0.0 0.2 0.4 0.254
H -0.5936 -1.8574 -1.6100 0.1 0.7 0.0 0.432
H -1.6749 -0.3605 0.5145 0.3 1.1 0.2 0.300
H 1.8569 0.1748 -0.8317 -0.1 0.0 0.0 0.317
H 0.8782 1.3623 -1.7172 0.0 0.0 0.0 0.409
H -0.1280 0.4073 2.3740 0.0 0.0 0.0 0.366
H 1.3757 1.2598 2.0233 0.0 -0.1 0.0 0.417
H 1.1835 -0.4570 1.5878 0.1 0.1 0.0 0.296
H 1.9679 1.8845 -0.4195 0.0 0.0 0.0 0.404
```
Positions in Å, forces in eV/Å.

Output
Total charge: 0
Calculated total energy, Ha: -326.96267

***

# 6
The following is a quantum chemistry calculation of C5H11NO in the gas phase at a distorted geometry, from the Open Molecules 2025 dataset.

```
18
Properties=species:S:1:pos:R:3:forces:R:3:mulliken_charge:R:1
N 2.3768 -0.3551 -0.0095 1.4 -1.8 0.3 -0.645
C 1.2146 -0.3578 -0.9030 0.4 0.4 -0.4 -0.331
C 0.3480 0.9244 -0.6027 2.0 0.3 -1.5 -0.935
C -0.3834 0.9559 0.7629 0.7 0.3 -2.3 -0.655
C -1.2810 -0.2225 0.9474 -0.1 -1.3 0.5 -0.621
C -2.1311 -0.6918 -0.2363 -0.9 2.5 -1.4 0.004
O -2.4898 0.1117 -1.1165 0.7 -2.2 2.0 -0.493
H 2.9350 -1.2208 -0.2356 -0.5 1.3 0.1 0.240
H 2.1790 -0.5383 0.9750 -0.5 0.4 -0.2 0.220
H 0.5488 -1.1935 -0.6708 0.2 -0.5 -0.7 0.259
H 1.7935 -0.4547 -1.9597 -2.3 0.5 2.0 0.312
H -0.3618 1.1201 -1.4172 0.0 -0.4 0.3 0.380
H 1.1265 1.7058 -0.7601 -0.7 0.1 0.8 0.426
H -1.0138 1.8125 0.7617 -0.5 1.0 -0.3 0.332
H 0.2589 1.1476 1.5983 0.6 -0.5 0.5 0.424
H -0.7474 -1.0723 1.3641 0.2 -0.4 -0.2 0.329
H -1.8879 0.0851 1.7861 -1.0 -0.3 0.2 0.397
H -2.4851 -1.7562 -0.2840 0.4 0.6 0.2 0.357
```
Positions in Å, forces in eV/Å.

Output
Total charge: 0
SMILES string: NCCCCC=O
Calculated total energy, Ha: -327.05500

***

# 7
The following is a quantum chemistry calculation of C5H11NO in the gas phase, from the Open Molecules 2025 dataset.

```
18
Properties=species:S:1:pos:R:3:forces:R:3:mulliken_charge:R:1
C 1.2472 1.3669 -0.1737 0.0 0.0 -0.1 -1.286
C 0.6788 0.0329 0.3161 0.1 0.0 0.1 0.501
C 0.1630 0.1635 1.7453 0.0 0.0 0.1 -1.588
N -0.3495 -0.4997 -0.5998 0.1 -0.1 -0.2 0.184
C -1.7343 -0.7004 -0.2111 -0.2 0.0 0.0 -0.973
C 0.0590 -0.9030 -1.8322 0.1 0.0 0.0 0.064
O 1.2034 -0.8486 -2.2453 -0.3 0.0 0.1 -0.571
H 0.4700 2.1393 -0.2150 0.1 -0.1 0.0 0.307
H 2.0293 1.7054 0.5162 -0.1 0.0 -0.1 0.365
H 1.6906 1.2509 -1.1648 -0.1 0.0 0.1 0.365
H 1.4970 -0.6982 0.3007 -0.1 0.1 0.0 0.218
H -0.2479 -0.7733 2.1323 0.1 0.1 0.0 0.388
H 0.9949 0.4508 2.3949 -0.1 0.0 -0.1 0.422
H -0.6061 0.9420 1.8242 0.1 -0.1 0.0 0.351
H -1.8089 -1.1065 0.7995 0.0 0.0 -0.2 0.309
H -2.3322 0.2174 -0.2575 0.1 -0.1 0.0 0.267
H -2.1825 -1.4380 -0.8820 0.0 0.2 0.0 0.382
H -0.7718 -1.3013 -2.4476 0.1 0.0 0.1 0.295
```
Positions in Å, forces in eV/Å.

Output
Total charge: 0
SMILES string: CC(C)N(C)C=O
Calculated total energy, Ha: -327.11065

***

# 8
The following is a quantum chemistry calculation of 2 unconnected molecules or ions with the total composition C5H11NO at a distorted geometry, from the Open Molecules 2025 dataset.

```
18
Properties=species:S:1:pos:R:3:forces:R:3:mulliken_charge:R:1
O 0.1921 2.0890 -0.9925 -1.4 -1.5 -2.2 -0.509
C -0.4535 1.2896 -1.7554 3.1 5.1 1.3 -0.170
C -0.7627 0.0278 -1.4188 -0.3 -4.5 1.9 -0.605
C -0.4015 -0.4676 -0.0644 -1.0 2.3 2.3 0.495
C 1.0575 -0.9251 0.0209 -0.6 -0.8 -6.7 -0.604
C -0.4728 0.6426 1.1070 -1.3 0.1 0.8 -1.383
N 0.6304 -2.0928 2.2161 -1.7 1.1 -3.7 -0.611
H -0.7482 1.6012 -2.7305 -0.5 0.8 -0.9 0.401
H -1.3794 -0.5389 -2.1691 1.0 0.1 1.0 0.311
H -1.0759 -1.2510 0.3039 0.4 -0.1 -0.5 0.456
H 1.1562 -1.7325 -0.7869 0.5 0.7 1.3 0.376
H 1.0501 -1.4290 1.0066 -0.9 -2.0 3.8 -0.019
H 1.8482 -0.2110 -0.1282 0.2 0.5 0.3 0.402
H -1.1954 1.4360 0.8698 0.4 -0.2 0.0 0.348
H 0.3867 1.0880 1.6617 0.2 -0.3 -1.7 0.339
H -0.8644 0.1418 1.9771 -0.7 -0.6 0.2 0.482
H 1.3384 -2.0666 2.8238 2.9 -0.2 2.9 0.133
H -0.2680 -2.5045 2.2629 -0.4 -0.4 0.1 0.159
```
Positions in Å, forces in eV/Å.

Output
Total charge: 0
Calculated total energy, Ha: -326.81057